17
Properties=species:S:1:pos:R:3:forces:R:3 method="wB97M-V/def2-TZVPD" e_homo_ev=-11.78 lumo_energy_ha=-0.191 de_lowest_kcal_mol=83.8 total_charge=+1 gap_ev=6.58 total_energy_ev=-19136.09443
C 0.1844 2.1508 1.5017 -1.0 0.6 1.1
C 0.6532 0.9566 1.3690 0.3 -0.1 -0.8
C -1.6174 3.6189 1.2875 0.8 2.2 1.9
C -0.4654 -0.3130 -2.1763 2.8 -1.7 -1.1
C -0.1265 1.1127 -2.1714 2.3 1.3 1.3
N -0.9179 2.6763 0.9026 -0.4 -2.0 -3.2
N 0.3298 -1.3341 -1.8098 -0.7 5.5 0.6
S 1.3938 -0.3413 1.0157 0.5 -1.1 0.3
H 0.6114 2.7737 2.2214 1.3 0.9 1.4
H -2.2238 4.1549 0.5848 -0.9 -0.2 -0.1
H -1.4166 4.1104 2.2688 -0.4 -0.2 -0.4
H -1.2166 -0.5732 -2.8986 -1.0 -0.6 0.5
H -0.4268 1.6786 -1.1812 0.4 -1.0 -1.6
H -0.5736 1.6301 -3.0424 0.0 -0.4 0.6
H 1.0573 1.1994 -2.2809 -2.4 0.0 0.5
H 1.1880 -1.1200 -1.2364 -1.1 -0.5 -0.7
H -0.0280 -2.2224 -1.9332 -0.4 -2.4 -0.2